DFT (the ωB97M-V functional and the def2-TZVPD basis) results for one molecule with the formula C4H8O2 in a non-equilibrium geometry.

Gap between HOMO and LUMO in eV: 10.595
E_LUMO in eV: 0.76
E in eV: -8371.813
Energy above the lowest of the compared OMol25 structures with the same formula, charge and spin in kcal per mole: 33.9
HOMO level in hartree: -0.3613

Element x y z (Å)
C (-0.820, 1.194, -0.500)
C (0.297, 0.281, -0.041)
C (1.321, -0.008, -1.150)
O (1.709, 0.805, -1.960)
C (-0.257, -0.977, 0.672)
O (-0.073, -0.731, 2.042)
H (-0.437, 2.164, -0.810)
H (-1.639, 1.368, 0.220)
H (-1.298, 0.702, -1.352)
H (0.930, 0.754, 0.738)
H (1.732, -1.038, -1.103)
H (-1.314, -1.043, 0.366)
H (0.181, -1.955, 0.359)
H (-0.332, -1.519, 2.518)